[1]
C22H14BrCl5N2O2Ti | wB97M-V/def2-TZVPD

Gap between HOMO and LUMO: 6.4 eV
E: -6830.63436 Eh
LUMO level: -7.991 eV
Total charge: +2

Positions of all 47 atoms, in Å:
Ti1 -0.1164 -0.4761 0.7681
O1 2.0160 -0.6437 0.5270
C1 2.8105 -1.6468 1.1463
C2 4.0942 -1.8507 0.6916
C3 4.8668 -2.8336 1.2968
C4 4.3421 -3.5975 2.3251
C5 3.0435 -3.3778 2.7552
C6 2.2537 -2.3866 2.1827
C7 0.8467 -2.1810 2.6913
O2 -0.0231 -2.0384 1.5483
N1 0.6348 -0.9973 3.4913
N2 0.2041 0.0708 2.7423
C8 -0.0420 1.2118 3.2981
C9 -0.3209 2.3838 2.5430
Br1 0.0330 2.2285 0.6592
C10 -0.6719 3.5929 3.0379
C11 -1.1170 3.8698 4.3838
C12 -1.8488 2.9456 5.1468
C13 -2.2335 3.2648 6.4347
C14 -1.8933 4.4998 6.9743
C15 -1.1974 5.4352 6.2171
C16 -0.8284 5.1340 4.9208
H1 2.5672 -0.1181 -0.0715
H2 4.4967 -1.2620 -0.1251
H3 5.8766 -3.0013 0.9492
H4 4.9396 -4.3698 2.7882
H5 2.6330 -3.9848 3.5528
H6 0.5271 -3.0513 3.2637
H7 0.2042 -1.1096 4.3997
H8 0.0267 1.3231 4.3776
H9 -0.6105 4.4475 2.3701
H10 -2.1871 2.0181 4.7009
H11 -2.8227 2.5672 7.0140
H12 -2.1994 4.7463 7.9822
H13 -0.9582 6.4029 6.6354
H14 -0.2998 5.8644 4.3211
Cl1 -0.3583 -0.8020 -1.7510
C17 -2.0310 -0.6849 -1.1121
C18 -2.0791 -0.3768 0.2234
C19 -3.3276 -0.2760 0.8194
Cl2 -3.4059 0.0859 2.4987
C20 -4.4806 -0.4671 0.0669
Cl3 -6.0180 -0.3388 0.7946
C21 -4.3778 -0.7798 -1.3039
Cl4 -5.7816 -1.0297 -2.2276
C22 -3.1262 -0.8996 -1.9268
Cl5 -2.9589 -1.2870 -3.5739

=====

[2]
HNOP2 | wB97M-V/def2-TZVPD

Gap between HOMO and LUMO: 9.3 eV
E: -813.23988 Eh
Energy above the lowest of the compared OMol25 structures with the same formula, charge and spin: 17.49 kcal/mol
LUMO level: 0.116 eV

Positions of all 5 atoms, in Å:
N1 0.4970 0.3341 0.3546
P1 1.7691 1.0252 -0.5373
P2 2.2374 -0.4057 0.8846
O1 2.2632 -0.3164 -0.8818
H1 -0.1653 -0.1897 -0.2173

=====

[3]
C20H25FN2O3 | wB97M-V/def2-TZVPD

Gap between HOMO and LUMO: 9.2 eV
E: -1212.17829 Eh
Energy above the lowest of the compared OMol25 structures with the same formula, charge and spin: 56.30 kcal/mol
LUMO level: 0.817 eV

Positions of all 51 atoms, in Å:
C1 4.6417 3.0478 4.5517
O1 4.1764 2.1460 3.5822
C2 3.5342 1.0210 4.1475
C3 3.0797 0.1143 3.0545
C4 3.7774 -0.5880 2.1121
C5 2.8129 -1.2441 1.3191
C6 1.5889 -0.8945 1.8315
C7 0.2023 -1.3643 1.5762
O2 -0.5284 -1.6331 2.5174
N1 -0.1833 -1.4914 0.2840
C8 0.6190 -1.0449 -0.8310
C9 -1.5217 -2.0079 0.0371
C10 -1.5276 -3.3721 -0.6659
C11 -1.3907 -3.2647 -2.1818
C12 -2.3787 -2.2444 -2.7372
N2 -2.1306 -0.9530 -2.1271
C13 -2.8459 0.1332 -2.7789
C14 -2.2837 1.4586 -2.3436
C15 -2.9895 2.3376 -1.5337
C16 -2.4312 3.5356 -1.1212
C17 -1.1472 3.8759 -1.5098
C18 -0.4217 3.0200 -2.3203
C19 -0.9993 1.8316 -2.7230
F1 -0.2869 1.0101 -3.5256
C20 -2.4089 -1.0015 -0.7031
O3 1.7617 -0.0765 2.8908
H1 3.8180 3.4390 5.1620
H2 5.3765 2.5749 5.2159
H3 5.1138 3.8660 4.0121
H4 2.6590 1.3310 4.7375
H5 4.2349 0.4894 4.8133
H6 4.8411 -0.6258 2.0001
H7 3.0075 -1.9017 0.4974
H8 1.2907 -1.8339 -1.1785
H9 1.2176 -0.1815 -0.5432
H10 -0.0495 -0.7655 -1.6427
H11 -1.9412 -2.1408 1.0418
H12 -0.7309 -3.9925 -0.2529
H13 -2.4794 -3.8564 -0.4349
H14 -0.3820 -2.9604 -2.4550
H15 -1.5842 -4.2386 -2.6355
H16 -3.4142 -2.5856 -2.5516
H17 -2.2390 -2.1501 -3.8169
H18 -2.7004 0.0219 -3.8575
H19 -3.9295 0.1002 -2.5686
H20 -3.9910 2.0759 -1.2245
H21 -2.9997 4.2025 -0.4911
H22 -0.7085 4.8067 -1.1850
H23 0.5791 3.2601 -2.6431
H24 -3.4646 -1.2784 -0.5217
H25 -2.2429 -0.0079 -0.2795

=====

[4]
C5H7NO | wB97M-V/def2-TZVPD

Gap between HOMO and LUMO: 9.6 eV
E: -324.71799 Eh
Energy above the lowest of the compared OMol25 structures with the same formula, charge and spin: 4.07 kcal/mol
LUMO level: 0.915 eV

Positions of all 14 atoms, in Å:
C1 -1.8738 0.1856 0.1784
C2 -0.4403 0.1792 -0.3328
C3 0.5902 1.0950 0.2824
C4 1.7624 0.4559 0.2887
N1 1.6153 -0.8646 -0.1703
C5 0.2784 -1.1717 -0.3534
O1 -0.1865 -2.2746 -0.5452
H1 -2.2660 1.2089 0.1675
H2 -1.9604 -0.2032 1.1967
H3 -2.5012 -0.4254 -0.4775
H4 -0.4734 0.4285 -1.4061
H5 0.4159 2.1183 0.5890
H6 2.7431 0.8186 0.5700
H7 2.3309 -1.5724 -0.1485

=====

[5]
C28H30ClMoN4OS6 | wB97M-V/def2-TZVPD

Gap between HOMO and LUMO: 5.8 eV
E: -4296.69392 Eh
Energy above the lowest of the compared OMol25 structures with the same formula, charge and spin: 0.00 kcal/mol
LUMO level: -3.884 eV
Total charge: +1

Positions of all 71 atoms, in Å:
Mo1 -0.1650 0.1856 -0.3094
Cl1 4.5630 1.2070 -5.8451
C1 3.3259 0.8076 -4.7089
C2 2.0612 0.4503 -5.1686
C3 1.0582 0.1278 -4.2743
C4 1.3239 0.1709 -2.9127
O1 0.3384 -0.1330 -2.0523
C5 2.5917 0.5255 -2.4390
C6 2.9129 0.5252 -1.0315
N1 2.0627 0.3252 -0.0862
C7 2.5323 0.2453 1.2509
C8 3.8065 -0.0672 1.6432
C9 4.1486 -0.0603 3.0124
C10 3.2224 0.2442 3.9682
C11 1.8863 0.5211 3.5943
C12 0.8576 0.8285 4.5148
C13 -0.4058 1.0716 4.0603
C14 -0.6684 0.9731 2.6813
N2 0.2644 0.6704 1.8042
C15 1.5465 0.4851 2.2334
C16 3.5979 0.8408 -3.3600
H1 1.8703 0.4281 -6.2328
H2 0.0706 -0.1509 -4.6128
H3 3.9578 0.6998 -0.7826
H4 4.5609 -0.3344 0.9156
H5 5.1646 -0.2970 3.2974
H6 3.4918 0.2659 5.0163
H7 1.0880 0.8755 5.5721
H8 -1.2123 1.3321 4.7304
H9 -1.6632 1.1420 2.2887
H10 4.5860 1.1134 -3.0116
S1 -6.1198 4.3531 -1.1002
C17 -4.8048 3.4255 -0.8873
S2 -3.1758 4.0578 -0.8390
C18 -2.3675 2.5351 -0.6136
C19 -3.1489 1.4467 -0.5363
S3 -2.4285 -0.1380 -0.3050
S4 -4.8651 1.6931 -0.6718
S5 -0.6272 2.4384 -0.3869
C20 0.5545 -6.1733 4.4495
C21 0.5048 -5.9178 2.9471
C22 1.5238 -4.8924 2.4536
C23 1.4168 -3.5341 3.1422
N3 0.0518 -3.0054 3.1806
C24 -0.5833 -2.3981 2.1779
S6 0.2188 -2.1902 0.6703
N4 -1.8264 -1.9750 2.3736
C25 -2.6123 -2.1700 3.5872
C26 -3.1331 -3.5922 3.7919
C27 -4.1641 -4.0620 2.7643
C28 -3.6117 -4.3698 1.3741
H11 -0.1228 -6.9780 4.7344
H12 0.2683 -5.2945 5.0356
H13 1.5593 -6.4585 4.7682
H14 -0.5009 -5.5983 2.6556
H15 0.6788 -6.8555 2.4168
H16 1.4152 -4.7582 1.3758
H17 2.5378 -5.2639 2.6253
H18 2.0511 -2.7946 2.6537
H19 1.7339 -3.6054 4.1827
H20 -0.4971 -3.2517 3.9890
H21 -2.2793 -1.5418 1.5785
H22 -3.4570 -1.4833 3.5187
H23 -2.0203 -1.8432 4.4485
H24 -3.5831 -3.6150 4.7876
H25 -2.3025 -4.3069 3.8178
H26 -4.9663 -3.3203 2.6943
H27 -4.6299 -4.9663 3.1605
H28 -3.3130 -3.4766 0.8246
H29 -4.3638 -4.8781 0.7712
H30 -2.7409 -5.0281 1.4346

=====

[6]
C4H6N4 | wB97M-V/def2-TZVPD

Gap between HOMO and LUMO: 9.2 eV
E: -374.86101 Eh
Energy above the lowest of the compared OMol25 structures with the same formula, charge and spin: 125.73 kcal/mol
LUMO level: 0.336 eV

Positions of all 14 atoms, in Å:
C1 0.8624 -2.9838 0.5407
N1 0.1943 -1.6720 0.3882
N2 0.9586 -0.6155 0.2701
C2 0.0890 0.4720 -0.0143
C3 -1.1297 0.9335 0.0563
N3 -1.1154 2.3259 -0.3168
C4 0.1180 2.5638 -0.7815
N4 0.7998 1.4939 -0.4102
H1 0.2508 -3.7896 0.0765
H2 2.0510 -2.8068 0.2885
H3 0.9464 -3.0112 1.7563
H4 -2.3785 0.7688 0.4516
H5 -2.0039 2.9435 -0.7022
H6 0.3574 3.3775 -1.6033